# 1
A structure of composition CF2IO3S at a distorted geometry, computed with ωB97M-V with the def2-TZVPD basis set.

The geometry in ORCA input format:
```
! RIJCOSX wB97M-V def2-TZVPD def2/J DEFGRID3
* xyz -1 1
C -0.63 0.80 0.14
O 0.14 -1.58 1.16
O -0.02 -1.28 -1.24
O 1.80 -0.31 0.02
F -0.64 1.89 1.00
F -0.31 1.31 -1.04
S 0.46 -0.78 0.02
I -2.63 -0.19 0.00
*
```

frontier orbital gap: 8.5 eV
lowest unoccupied orbital energy: 2.88 eV
highest occupied orbital energy: -5.6 eV

=====

# 2
A cluster of 9 separate species, C11H36F6O8P in total at a distorted geometry, computed with ωB97M-V with the def2-TZVPD basis set.

The geometry in ORCA input format:
```
! RIJCOSX wB97M-V def2-TZVPD def2/J DEFGRID3
* xyz -1 1
P -1.10 -0.08 -0.41
F -2.47 -0.42 0.35
F -1.98 0.11 -1.80
F -1.39 1.50 -0.22
F 0.25 0.12 -1.29
F -0.22 -0.08 0.93
F -0.86 -1.69 -0.63
C 1.79 2.14 2.87
C 3.12 2.13 3.64
C 4.07 2.60 2.58
O 3.33 3.57 1.84
C 1.93 3.44 2.10
H 0.88 1.99 3.45
H 1.79 1.38 2.08
H 3.47 1.17 4.02
H 3.05 2.86 4.45
H 4.29 1.75 1.91
H 5.07 2.93 2.86
H 1.43 3.29 1.14
H 1.60 4.32 2.67
C -1.20 0.11 4.49
O -2.18 -0.41 3.61
H -1.51 1.14 4.66
H -1.15 -0.46 5.43
H -0.18 0.10 4.11
H -1.73 -0.76 2.84
C 0.26 -1.79 -3.88
O 1.11 -2.90 -3.63
H -0.67 -2.00 -4.43
H -0.19 -1.36 -2.98
H 0.80 -0.98 -4.38
H 1.44 -3.20 -4.48
C -5.78 -0.41 1.18
O -4.73 -0.89 2.00
H -5.46 -0.27 0.14
H -6.66 -1.03 1.27
H -6.06 0.63 1.41
H -4.00 -0.98 1.37
C 2.23 -2.34 0.47
O 1.53 -2.74 -0.68
H 1.71 -2.09 1.39
H 3.09 -3.01 0.59
H 2.77 -1.39 0.28
H 0.83 -2.07 -0.77
C -1.36 2.05 -4.69
O -2.58 1.58 -4.12
H -1.42 3.13 -4.89
H -0.52 1.76 -4.07
H -1.23 1.54 -5.65
H -2.40 1.50 -3.18
C -1.08 -4.80 -0.69
O -0.46 -4.62 -1.96
H -0.52 -4.35 0.13
H -2.09 -4.37 -0.60
H -1.18 -5.88 -0.49
H -1.25 -4.77 -2.50
C 2.62 2.35 -1.54
O 1.69 1.87 -2.49
H 2.64 3.44 -1.60
H 2.33 2.09 -0.52
H 3.61 1.92 -1.72
H 0.88 1.62 -1.99
*
```

frontier orbital gap: 9.5 eV
lowest unoccupied orbital energy: 2.73 eV
highest occupied orbital energy: -6.8 eV

=====

# 3
A structure of composition C35H71O17PbS8 at a distorted geometry, computed with ωB97M-V with the def2-TZVPD basis set.

The geometry in ORCA input format:
```
! RIJCOSX wB97M-V def2-TZVPD def2/J DEFGRID3
* xyz 1 1
Pb 0.15 0.02 -0.15
C 2.15 1.54 -4.16
C 0.86 1.72 -3.34
C -0.37 1.31 -4.16
O 0.94 1.07 -2.13
H 2.98 1.94 -3.57
H 2.14 2.09 -5.10
H 2.32 0.47 -4.31
H 0.84 2.82 -3.16
H -1.03 0.71 -3.53
H -0.06 0.72 -5.02
H -0.93 2.15 -4.59
C 4.98 1.56 -0.29
C 5.54 1.10 -1.65
C 4.71 -0.11 -2.07
S 4.22 -0.95 -0.55
O 4.97 -2.17 -0.43
O 2.78 -1.01 -0.52
C 4.89 0.30 0.55
H 3.98 1.96 -0.50
H 5.60 2.26 0.25
H 6.59 0.83 -1.57
H 5.46 1.92 -2.37
H 5.22 -0.83 -2.71
H 3.76 0.20 -2.52
H 5.87 -0.13 0.80
H 4.29 0.29 1.45
C -3.69 -5.17 0.78
C -2.30 -5.82 0.62
C -1.33 -4.83 -0.02
S -2.21 -3.26 -0.14
O -2.78 -3.13 -1.46
O -1.44 -2.16 0.38
C -3.48 -3.69 1.04
H -4.33 -5.64 1.52
H -4.16 -5.31 -0.20
H -2.40 -6.76 0.07
H -1.94 -6.13 1.61
H -0.90 -5.06 -0.99
H -0.51 -4.63 0.67
H -4.35 -3.07 0.83
H -3.06 -3.44 2.01
C -3.08 1.94 4.65
C -1.83 1.16 5.00
C -1.94 -0.17 4.27
S -2.70 0.20 2.69
O -3.78 -0.73 2.45
O -1.68 0.40 1.69
C -3.33 1.82 3.15
H -2.99 3.01 4.88
H -3.93 1.62 5.26
H -1.76 0.98 6.07
H -0.89 1.68 4.79
H -2.68 -0.83 4.74
H -1.02 -0.72 4.13
H -4.37 1.92 2.86
H -2.76 2.55 2.59
C -0.49 -2.57 -5.48
C 0.96 -3.10 -5.47
C 1.57 -2.56 -4.21
S 0.35 -2.99 -2.98
O 0.33 -2.06 -1.88
O 0.47 -4.41 -2.71
C -1.06 -2.68 -4.06
H -1.13 -3.09 -6.19
H -0.44 -1.50 -5.69
H 1.46 -2.80 -6.39
H 0.90 -4.19 -5.46
H 1.56 -1.47 -4.17
H 2.55 -2.92 -3.90
H -1.49 -1.76 -3.69
H -1.77 -3.49 -3.86
C -2.34 4.98 -1.57
C -2.07 5.90 -0.37
C -1.48 4.98 0.70
S -0.39 3.87 -0.19
O -0.69 2.53 0.21
O 0.97 4.36 -0.08
C -1.03 4.25 -1.83
H -2.68 5.58 -2.41
H -3.09 4.23 -1.30
H -2.99 6.33 0.02
H -1.33 6.64 -0.68
H -2.27 4.38 1.16
H -0.95 5.46 1.52
H -1.14 3.30 -2.35
H -0.28 4.83 -2.37
C 3.51 -3.77 2.80
C 3.08 -3.47 4.24
C 2.10 -2.31 4.17
S 1.10 -2.69 2.72
O 1.06 -1.55 1.84
O -0.15 -3.30 3.09
C 2.21 -3.92 2.02
H 4.05 -4.72 2.84
H 4.23 -3.08 2.35
H 3.95 -3.21 4.85
H 2.58 -4.32 4.70
H 2.63 -1.39 3.92
H 1.44 -2.14 5.02
H 2.22 -3.80 0.94
H 1.75 -4.87 2.29
C 3.39 2.83 4.50
C 4.05 3.57 3.32
C 3.07 3.63 2.13
S 1.82 2.35 2.46
O 1.81 1.38 1.38
O 0.61 2.95 2.97
C 2.65 1.65 3.89
H 2.68 3.48 5.01
H 4.12 2.44 5.20
H 4.95 3.06 2.98
H 4.30 4.57 3.65
H 3.52 3.32 1.19
H 2.50 4.55 2.11
H 3.34 0.88 3.52
H 1.90 1.14 4.48
C -5.65 -0.09 -2.16
C -4.85 0.43 -3.36
C -3.97 1.57 -2.86
S -3.44 1.06 -1.21
O -3.71 2.16 -0.31
O -2.15 0.42 -1.20
C -4.69 -0.21 -1.01
H -6.16 -1.02 -2.41
H -6.45 0.64 -1.95
H -5.51 0.68 -4.19
H -4.16 -0.34 -3.71
H -4.60 2.42 -2.61
H -3.13 1.85 -3.49
H -5.04 -0.23 0.02
H -4.19 -1.18 -1.07
*
```

frontier orbital gap: 7.8 eV
lowest unoccupied orbital energy: -1.62 eV
highest occupied orbital energy: -9.4 eV

=====

# 4
A structure of composition C31H44BrN3OP2V at a distorted geometry, computed with ωB97M-V with the def2-TZVPD basis set.

The geometry in ORCA input format:
```
! RIJCOSX wB97M-V def2-TZVPD def2/J DEFGRID3
* xyz 2 4
C 2.31 -2.31 -4.44
C 2.92 -1.78 -3.28
C 4.14 -1.08 -3.39
C 4.73 -0.98 -4.65
N 4.12 -1.47 -5.74
C 2.98 -2.15 -5.66
C 2.31 -1.93 -2.00
C 1.88 -2.31 -0.92
C 1.41 -2.57 0.40
C 0.49 -1.69 0.99
C -0.05 -2.02 2.30
C 0.79 -2.76 3.11
C 1.69 -3.66 2.54
C 1.89 -3.65 1.15
V -0.75 -0.29 1.64
P -0.21 0.93 -1.08
H 4.59 -0.61 -2.52
H 1.35 -2.80 -4.37
H 5.68 -0.46 -4.79
H 2.54 -2.54 -6.58
H 2.50 -4.41 0.65
H 0.42 -0.63 0.50
H 2.24 -4.36 3.15
H -1.02 -1.57 2.69
C -1.24 2.46 -1.17
C -0.82 3.50 -2.20
H -1.26 2.89 -0.16
H -2.25 2.09 -1.39
H -1.47 4.37 -2.08
H 0.22 3.83 -2.08
H -0.96 3.14 -3.22
C 1.49 1.46 -1.62
C 1.76 1.71 -3.10
H 2.15 0.65 -1.26
H 1.72 2.36 -1.04
H 2.80 2.05 -3.20
H 1.66 0.81 -3.71
H 1.13 2.50 -3.53
C -0.78 -0.03 -2.56
C -1.23 0.74 -3.79
H -1.59 -0.68 -2.21
H 0.08 -0.68 -2.79
H -1.51 0.00 -4.55
H -2.09 1.39 -3.61
H -0.43 1.34 -4.24
Br 0.77 -2.04 4.89
P 1.04 1.61 2.17
C 1.50 3.27 1.49
C 1.63 4.41 2.51
H 0.71 3.52 0.76
H 2.44 3.18 0.91
H 1.83 5.36 1.98
H 0.71 4.54 3.09
H 2.47 4.24 3.20
C 0.09 1.86 3.75
C 0.95 2.09 4.99
H -0.53 0.94 3.88
H -0.61 2.70 3.62
H 0.31 2.25 5.87
H 1.59 1.23 5.22
H 1.58 2.98 4.89
C 2.62 0.78 2.62
C 3.76 1.65 3.13
H 2.92 0.27 1.69
H 2.39 -0.03 3.33
H 4.65 1.04 3.31
H 4.05 2.42 2.42
H 3.53 2.15 4.07
N -6.91 -3.20 -0.08
C -6.63 -2.11 0.72
O -7.50 -1.59 1.42
C -5.23 -1.55 0.67
C -4.16 -2.02 -0.13
C -2.88 -1.52 0.07
N -2.58 -0.61 1.05
C -3.64 -0.02 1.69
C -4.94 -0.49 1.54
H -7.82 -3.62 0.07
H -6.21 -3.79 -0.50
H -4.32 -2.81 -0.86
H -2.06 -1.84 -0.57
H -3.40 0.83 2.33
H -5.71 -0.05 2.18
*
```

frontier orbital gap (spin up / spin down): 7.1 / 6.7 eV
lowest unoccupied orbital energy (spin up / spin down): -6.40 / -7.08 eV
highest occupied orbital energy (spin up / spin down): -13.5 / -13.8 eV

=====

Total energy for the records above, in order: -31551.556, -53969.024, -164178.073, -153667.850 eV